DFT (ωB97M-V/def2-TZVPD) results for a structure of composition C44H49IN8O4Re in a non-equilibrium geometry.

Last column: Mulliken charge in e.
Geometry (Å):
Re 0.2419 -0.5569 0.2239  -0.19
C 0.2063 3.0525 1.7881  -0.80
O -0.2811 1.6797 1.8499  0.28
C -0.7043 1.1598 3.0430  1.26
C -1.0389 1.9063 4.2062  -0.89
C -1.3334 1.2263 5.3812  -0.54
C -1.4466 -0.1628 5.4049  -0.84
C -1.1484 -0.9214 4.2752  -0.76
C -0.8026 -0.2169 3.0959  -0.24
N -0.2816 -0.8814 1.9143  1.72
N 0.2232 -2.2010 2.1450  -0.88
C 1.5167 -2.1612 2.5300  1.15
C 2.3236 -0.9887 2.2149  -0.17
O 2.0913 -0.2552 1.1241  -0.47
C 3.2265 -0.5735 3.1643  -0.70
C 3.5902 -1.3593 4.2380  -0.96
C 2.9936 -2.6444 4.4725  0.48
C 3.3539 -3.5169 5.5226  -0.56
C 2.6558 -4.6630 5.8363  -0.80
C 1.5437 -4.9598 5.0270  -0.50
C 1.1834 -4.2497 3.8818  -0.66
C 1.9299 -3.0832 3.5807  0.49
H 0.8914 3.3095 2.5962  0.42
H -0.6848 3.7184 1.7232  0.40
H 0.8042 3.0666 0.8424  -0.18
H -1.0403 3.0025 4.1799  0.48
H -1.5755 1.7823 6.3059  0.40
H -1.8351 -0.5299 6.3638  0.41
H -1.1911 -2.0259 4.2323  0.48
H 3.7102 0.4220 3.0658  0.45
H 4.2258 -0.9856 5.0704  0.37
H 4.2583 -3.2210 6.0758  0.39
H 2.9856 -5.3034 6.6591  0.40
H 0.9060 -5.7783 5.3605  0.39
H 0.3832 -4.5534 3.2185  0.65
C -1.9985 -1.0408 -3.3518  -0.40
N -2.9748 -0.7156 -2.3015  0.30
C -4.4316 -0.5659 -2.6432  -0.93
C -2.5945 -0.4295 -1.0420  -0.48
N -1.3138 -0.1018 -0.8459  1.51
N -3.4698 -0.5504 0.0195  0.64
C -4.2883 -1.7770 0.1072  -1.23
C -3.3911 0.2754 1.2379  -1.01
H -2.4889 -0.6877 -4.2874  0.40
H -1.7982 -2.1142 -3.3252  0.21
H -1.0061 -0.5064 -3.1783  -0.05
H -4.5574 -0.5567 -3.7236  0.40
H -4.8893 0.3475 -2.2073  0.29
H -4.9413 -1.5187 -2.3356  0.33
H -1.0349 0.6110 -1.5896  -0.12
H -4.1526 -2.3459 -0.8016  0.49
H -5.3424 -1.5009 0.2963  0.29
H -3.9466 -2.3538 0.9938  0.30
H -2.5047 0.9075 1.2935  0.15
H -3.5277 -0.3201 2.1460  0.35
H -4.2462 0.9691 1.3156  0.42
C -0.7808 -6.0003 -0.7330  -0.73
C -1.4887 -4.8857 -0.2936  -0.82
C -0.8931 -3.6592 -0.3270  0.44
C 0.4332 -3.4335 -0.7907  0.48
C 1.1791 -4.6056 -1.1136  -0.61
C 0.5573 -5.8854 -1.0933  -0.75
N 0.8738 -2.1104 -1.0065  0.55
C 1.8821 -1.8291 -2.0009  0.02
C 3.1679 -1.4252 -1.5748  -0.14
C 4.2184 -1.3275 -2.5381  -0.63
C 3.9842 -1.7373 -3.8478  -0.64
C 2.7462 -2.3029 -4.1847  -0.69
C 1.6614 -2.2447 -3.3355  -0.45
H -1.1270 -7.0202 -0.6704  0.40
H -2.5124 -5.0409 0.0683  0.44
H -1.5016 -2.8150 -0.0305  -0.12
H 2.1813 -4.4362 -1.4665  0.55
H 1.0623 -6.7770 -1.4858  0.43
H 3.3316 -1.1801 -0.5182  0.41
H 5.1741 -0.9306 -2.2762  0.54
H 4.6721 -1.5530 -4.6652  0.42
H 2.6685 -2.7035 -5.2039  0.41
H 0.7746 -2.8659 -3.5395  0.46
I -1.5643 5.5195 -4.3398  0.13
C -2.5489 5.9816 -2.5590  -0.17
C -2.9086 7.2852 -2.2548  -0.16
C -3.5190 7.5634 -1.0342  -0.48
C -3.8449 6.4831 -0.2481  -0.25
N -3.6051 5.2100 -0.6137  -0.45
C -2.9168 4.9568 -1.6949  -0.20
H -2.7111 8.1002 -2.9786  0.37
H -3.8125 8.5352 -0.7063  0.43
H -4.2964 6.6098 0.7342  0.36
H -2.9129 3.9319 -1.9970  0.55
O -0.0300 1.2969 -2.6492  -0.84
C 0.7812 1.6686 -1.7797  -0.25
O 0.9112 1.1411 -0.6254  -0.54
C 1.7012 2.8275 -2.1022  -0.18
N 1.5523 3.2812 -3.5112  0.35
C 2.6825 4.2050 -3.7667  -0.62
C 3.8245 3.6199 -2.9183  -0.53
C 3.2083 2.6503 -1.9170  -0.12
H 1.3917 3.6837 -1.4684  0.31
H 0.6277 3.7445 -3.6669  -0.11
H 1.6732 2.4701 -4.1560  0.40
H 2.2933 5.2080 -3.5293  0.34
H 2.9261 4.2487 -4.8679  0.39
H 4.3623 4.4975 -2.5638  0.29
H 4.4564 3.0889 -3.6461  0.35
H 3.5411 2.8052 -0.8569  0.33
H 3.4909 1.5976 -2.0462  -0.01

Cartesian forces, eV/Å:
Re 2.5104 -0.2914 -2.7377
C -0.4390 -0.4905 -1.1146
O 0.2157 0.3301 0.0317
C -0.4840 1.0890 1.4855
C 0.5636 0.0049 -0.8604
C -0.5467 0.4368 -0.0499
C -0.1600 0.1213 0.4021
C -0.1896 0.0762 -0.5910
C 1.1610 -0.9081 -0.3972
N -1.5200 -1.8157 3.3495
N 0.3296 0.0105 -0.1978
C -0.4593 0.7495 0.6668
C -1.0151 0.0310 -1.0520
O -0.1974 -1.2694 1.3868
C 2.2113 1.0581 1.1354
C -0.3461 -0.1468 0.9226
C -1.2067 -1.1544 -1.3960
C 1.0629 0.8788 0.2888
C -0.0700 0.5979 -0.8095
C -0.6661 -0.6518 0.2039
C 1.2461 0.6603 0.6522
C 0.5007 0.2024 0.5354
H -0.3072 -0.1843 0.2330
H 0.8409 -0.2381 0.1253
H -0.6799 0.1331 0.7819
H 0.1359 -0.5002 0.0309
H 0.1968 -0.2734 -0.7605
H 0.4654 -0.5891 -0.6670
H 0.0244 0.8489 0.1604
H -0.4660 -0.7991 -0.1148
H -0.2155 -0.1222 -1.0215
H -0.5360 -0.2574 0.0168
H -0.3597 0.2468 -0.3321
H 0.2005 -0.0537 -0.3702
H -0.0540 -0.0275 0.2245
C 0.5626 0.9834 -0.0492
N -1.3488 1.0588 1.0423
C 0.1761 -1.4100 0.1366
C -0.7005 -1.0448 0.7717
N -1.2254 2.0676 -0.8557
N 0.7668 -0.2279 -0.8887
C -0.2490 0.7699 1.0229
C -0.7521 0.3852 0.0616
H 0.8085 -0.5664 0.4525
H -0.1686 0.0172 -0.3513
H -1.6223 -0.7802 -0.4909
H 0.2962 0.2886 -0.0236
H 0.4417 -0.7775 -0.0600
H 0.0226 1.2531 -0.1381
H -0.3044 -1.5095 0.7573
H -0.1387 -0.2662 0.1367
H 0.3700 -0.3131 -0.3682
H -0.0838 0.1961 -0.5847
H 0.0032 -0.4374 -0.2124
H 0.5958 -0.2906 -0.2634
H 0.1011 -0.1712 -0.5496
C 1.1399 -0.4385 0.4628
C -0.3034 -1.2444 0.0647
C 0.4072 1.2341 -0.3233
C -0.9234 -1.7119 -0.3169
C -1.0244 0.6232 -0.0277
C 0.2248 1.2602 -0.5363
N -0.4993 1.6791 1.4337
C 0.8001 -0.8174 0.8170
C 0.1494 0.2488 -1.0315
C -1.5848 -0.0831 0.1210
C -0.6474 0.2796 0.2800
C 0.2432 0.7169 -1.0699
C 0.1897 -1.3505 1.0746
H -0.6719 0.0878 -0.1148
H 0.4090 0.3594 -0.1488
H 0.0401 0.2513 0.0535
H 0.3213 -0.3553 -0.0972
H 0.0784 0.5282 0.4340
H -0.0391 -0.1377 -0.5777
H 0.4774 0.1335 0.3119
H 0.3953 -0.3641 0.3589
H -0.2871 0.1107 0.5077
H 0.1932 0.7964 -0.0862
I 0.1211 -0.0416 -0.0471
C -0.0103 0.2475 0.1074
C 0.4880 0.9235 -0.7059
C -0.0737 -0.8397 -0.3791
C 0.2729 -0.8304 0.3526
N -0.2080 0.3720 1.4986
C -0.9103 0.6348 -0.8332
H -0.0387 -0.5910 0.5876
H 0.0450 0.6090 -0.1291
H -0.1239 0.0106 -0.2741
H 0.6362 -0.6415 -0.1409
O 1.1868 1.1581 0.1974
C -0.6726 -0.7594 -1.3106
O 1.1913 0.9585 -0.6520
C -0.0220 0.7861 1.2147
N -0.6591 -0.7293 -0.9036
C -0.0673 0.7912 -1.1563
C 0.3250 0.5324 -1.4959
C 0.4123 -0.5358 1.4804
H -0.0494 -0.2971 -0.3661
H 0.4739 -0.5722 -0.1365
H -0.6974 0.4469 0.6160
H 0.5476 -0.2970 0.3670
H -0.3814 -0.2586 1.1650
H 0.3052 -0.4712 0.5544
H 0.1428 0.1440 0.5823
H -0.5941 0.3054 -0.9055
H -0.0262 0.2111 -0.5843

Values from the calculation:
Highest occupied orbital energy (alpha / beta) in eV: -11.49 / -11.90
Multiplicity: 4
Orbital gap (alpha / beta) in eV: 6.11 / 5.75
Net charge: +2
LUMO (alpha / beta) in hartree: -0.198 / -0.226
ΔE to the lowest compared entry with this formula, charge and spin in kJ/mol: 0.0



DFT (ωB97M-V/def2-TZVPD) results for the ion C44H49N4O with charge +1 in a non-equilibrium geometry.

Last column: Mulliken charge in e.
Geometry (Å):
C -3.3310 2.9391 -4.3832  -0.89
C -4.7384 3.0481 -3.8242  -0.83
N -4.9658 2.1646 -2.7024  -0.04
C -6.3585 2.0071 -2.3417  -0.85
C -6.5752 1.2028 -1.0676  -0.76
C -5.6760 -0.0328 -1.0297  -0.36
C -4.2555 0.3463 -1.2839  0.30
C -3.9627 1.4821 -2.0877  0.53
C -2.6128 1.8782 -2.2620  0.39
C -1.6342 1.3088 -1.4510  -0.85
C -1.9316 0.2298 -0.6006  -0.48
C -0.9278 -0.3138 0.4267  0.97
C 0.4813 -0.1580 -0.0746  -1.98
C 1.3479 -1.1901 -0.1406  -0.10
C 2.6014 -1.1698 -0.8587  0.44
C 2.8831 -0.2349 -1.8851  -0.96
C 4.0448 -0.3149 -2.6382  0.29
C 5.0330 -1.2864 -2.3056  0.20
N 6.2097 -1.3434 -2.9918  -0.06
C 6.4751 -0.5634 -4.1817  -0.80
C 5.2167 -0.0311 -4.8371  -0.80
C 4.2695 0.5841 -3.8078  -0.83
C 7.3693 -2.0855 -2.5409  -0.78
C 7.2088 -2.7423 -1.1809  -0.76
C 5.7932 -3.2667 -0.9546  -0.99
C 4.7701 -2.2240 -1.2628  0.32
C 3.5742 -2.1580 -0.5810  -0.78
C -3.1873 -0.3690 -0.7571  -0.93
C -2.2769 2.9132 -3.2769  -0.76
H -3.2592 2.0098 -4.9613  0.35
H -3.1481 3.7687 -5.0682  0.39
H -4.9551 4.0832 -3.5128  0.38
H -5.4687 2.8087 -4.6123  0.40
H -6.8092 3.0069 -2.2427  0.40
H -6.8842 1.5165 -3.1805  0.39
H -6.3725 1.8345 -0.1907  0.30
H -7.6253 0.8997 -1.0220  0.38
H -5.7538 -0.5202 -0.0486  0.15
H -6.0051 -0.7643 -1.7855  0.28
H -0.6317 1.7351 -1.5000  0.37
H -1.1061 -1.3892 0.5387  1.05
H 0.7577 0.8234 -0.4820  0.33
H 1.1025 -2.1249 0.3730  0.42
H 2.1568 0.5454 -2.1179  0.50
H 7.1426 0.2757 -3.9150  0.36
H 7.0344 -1.1979 -4.8856  0.41
H 5.4975 0.7124 -5.5851  0.36
H 4.7091 -0.8498 -5.3586  0.33
H 3.3083 0.7993 -4.2852  0.38
H 4.6755 1.5488 -3.4682  0.29
H 7.6014 -2.8506 -3.3023  0.38
H 8.2373 -1.4051 -2.5178  0.35
H 7.9287 -3.5588 -1.0978  0.37
H 7.4440 -2.0090 -0.4013  0.34
H 5.6295 -4.1552 -1.5834  0.29
H 5.6742 -3.5857 0.0855  0.40
H 3.3740 -2.8796 0.2167  0.42
H -3.3667 -1.3927 -0.4148  0.75
H -1.2959 2.6864 -3.7135  0.38
H -2.1974 3.9021 -2.7977  0.26
C -1.2720 2.6885 1.1838  -1.04
O -0.6215 1.6153 1.8554  -0.54
C -1.1154 0.2875 1.7957  2.39
C -2.5953 0.1967 2.2530  -0.18
C -3.2756 -1.0001 1.9899  0.52
C -4.6318 -1.1422 2.2892  -1.32
C -5.3450 -0.0439 2.7732  -0.52
C -4.6639 1.1344 3.0831  -1.12
C -3.2762 1.2248 2.9089  -0.41
C -0.2067 -0.3869 2.8597  -0.94
N -0.5172 -1.2172 3.8907  -0.42
C -1.7988 -1.6841 4.3700  -0.64
C 0.6440 -1.5156 4.6235  0.68
C 1.6554 -0.7660 4.0872  0.87
C 2.8814 -0.6243 4.7277  -0.96
C 3.0445 -1.2844 5.9606  -0.71
C 2.0050 -2.0558 6.5071  -0.70
C 0.7788 -2.1874 5.8343  -0.81
N 1.0966 -0.0453 3.0157  0.59
C 1.8436 1.0358 2.4053  -0.60
H -0.6660 2.9623 0.3111  0.30
H -2.3067 2.4667 0.8635  0.33
H -1.2631 3.5314 1.8878  0.44
H -2.7218 -1.8641 1.6058  0.74
H -5.1190 -2.1060 2.1120  0.45
H -6.4263 -0.1240 2.9356  0.43
H -5.2091 1.9944 3.4775  0.45
H -2.7327 2.1055 3.2665  0.53
H -1.6479 -2.0647 5.3811  0.48
H -2.5227 -0.8661 4.4347  0.20
H -2.1870 -2.5009 3.7559  0.25
H 3.6663 -0.0108 4.2839  0.37
H 3.9891 -1.1960 6.5036  0.41
H 2.1530 -2.5577 7.4648  0.40
H -0.0387 -2.7787 6.2410  0.38
H 2.8929 0.8544 2.6502  0.30
H 1.7326 1.0216 1.3201  0.17
H 1.5382 2.0090 2.8104  0.23

Cartesian forces, eV/Å:
C 0.0936 -0.1967 -0.0573
C -0.0806 0.4817 0.0323
N -0.4062 0.1822 -0.1434
C -0.3429 -0.2271 -0.3379
C 0.0971 0.0701 0.1054
C -0.3353 -0.5177 -0.3232
C 0.8963 0.3729 -0.5648
C 0.5669 -0.3980 0.5654
C -0.1591 -0.6953 0.5917
C -0.5771 -0.2888 0.0856
C 0.5484 -0.2126 -0.6951
C 0.3018 -0.7730 -1.4282
C 0.4200 -0.7506 -0.2432
C -0.8918 0.9073 0.1662
C 1.1895 -0.0240 -0.3756
C 0.0147 -0.7562 0.3921
C 0.1538 -0.5709 0.6075
C -0.7098 -0.0555 0.4490
N 0.1843 -0.1140 -0.1570
C 0.2410 0.3944 0.0585
C -0.1746 -0.1797 0.0071
C 0.1330 0.5507 -0.2887
C 0.2448 -0.4244 -0.2850
C -0.0735 0.2048 0.2691
C 0.1733 -0.3610 -0.0469
C -0.0181 0.6654 -0.4801
C -0.5156 0.5870 -0.0502
C -0.2601 0.4014 0.4982
C 0.1125 0.5364 -0.2145
H 0.0556 0.1078 0.0599
H -0.0490 -0.0693 -0.0083
H 0.0874 -0.0701 -0.0733
H 0.1095 0.0111 0.1206
H 0.0819 -0.1654 0.0196
H 0.0342 0.0661 0.1617
H 0.0205 -0.1469 -0.1472
H 0.1063 0.1172 0.0555
H -0.0145 0.0598 -0.2965
H -0.1015 0.1501 0.1489
H -0.2953 -0.1535 -0.0345
H 0.0219 0.0297 -0.1344
H -0.1004 -0.5582 0.0863
H -0.0944 0.1020 -0.2407
H 0.1023 -0.2773 -0.1105
H -0.0852 -0.1109 -0.0951
H -0.1132 0.1298 0.1148
H -0.0440 -0.0800 -0.0115
H 0.0044 0.0690 0.0618
H 0.0965 0.0589 0.0659
H -0.0153 -0.1268 -0.0682
H -0.0256 0.1244 0.1560
H -0.1918 -0.1195 -0.0210
H 0.0249 0.1223 0.0486
H -0.0366 -0.0947 -0.0350
H 0.0100 0.1484 0.0670
H 0.0489 -0.0746 -0.1256
H 0.0536 0.1163 -0.2467
H -0.0303 0.5629 0.2607
H -0.1345 0.1308 0.0986
H -0.0531 -0.1004 -0.1772
C -0.1360 0.4106 -0.2292
O -0.3273 -0.1488 0.4615
C -0.8606 0.8864 1.7829
C 0.0742 -0.5135 -0.0518
C -0.3798 0.0306 0.3212
C 0.3725 0.0193 -0.0924
C -0.0238 -0.0129 0.0872
C 0.0623 -0.0819 0.1828
C 0.0725 0.0123 -0.3344
C 0.9303 0.5335 1.0568
N 0.4225 -0.1586 -0.7352
C -0.7413 -0.3971 0.3910
C -0.9157 0.2131 0.3941
C -0.0283 0.9689 -0.3442
C 0.4681 -0.3483 0.6441
C -0.0117 0.3420 -0.8343
C -0.6546 -0.1720 -0.4839
C 0.6735 -0.1808 0.5069
N -0.2962 -0.7009 0.0927
C 0.7753 0.4582 -0.3900
H -0.2980 0.0121 0.1617
H 0.6000 0.0733 0.1770
H -0.1322 -0.1614 -0.1818
H -0.3613 0.4102 0.0796
H 0.0847 0.4134 0.0474
H 0.4847 0.0966 -0.0530
H 0.1792 -0.3257 -0.0019
H -0.2758 -0.2512 -0.3476
H -0.0031 0.0735 -0.2141
H 0.2415 -0.3200 -0.1031
H 0.0185 0.2350 0.1508
H -0.1531 -0.2340 0.3643
H -0.3557 0.0007 -0.2554
H -0.0825 0.1551 -0.3319
H 0.3351 0.1296 0.0521
H -0.1858 0.1046 -0.1914
H 0.0784 0.0798 0.4607
H 0.0501 -0.4191 -0.0763

Values from the calculation:
Highest occupied orbital energy in eV: -8.73
Orbital gap in eV: 6.23
Net charge: +1
LUMO in hartree: -0.092